{
  "formula": "C24H16F6N7S3Tl",
  "method": "wB97M-V/def2-TZVPD",
  "elements": ["Tl", "C", "C", "N", "N", "C", "N", "S", "C", "C", "C", "C", "C", "N", "H", "H", "H", "H", "H", "H", "H", "H", "H", "F", "C", "C", "F", "C", "F", "C", "S", "C", "F", "C", "F", "N", "C", "C", "C", "C", "C", "C", "N", "C", "C", "C", "S", "C", "N", "H", "H", "H", "H", "H", "H", "H", "F"],
  "coordinates": [[-1.2568, -0.6989, 0.0122], [3.0037, -2.4236, 1.1480], [1.7574, -1.9644, 0.4600], [0.6116, -1.9088, 1.0289], [0.5132, -2.3181, 2.3108], [-0.7021, -2.3201, 2.8093], [-0.7904, -2.7636, 4.0816], [-2.2017, -1.8549, 2.0742], [1.8126, -1.5662, -0.9716], [2.9833, -1.6801, -1.7134], [2.9602, -1.3588, -3.0621], [1.7749, -0.9449, -3.6432], [0.6520, -0.8487, -2.8353], [0.6816, -1.1403, -1.5422], [2.8360, -2.4697, 2.2186], [3.8262, -1.7381, 0.9380], [3.2967, -3.4158, 0.7952], [0.0636, -2.9669, 4.5728], [-1.6527, -2.6662, 4.5844], [3.8949, -2.0269, -1.2497], [3.8634, -1.4411, -3.6525], [1.7095, -0.6985, -4.6933], [-0.3088, -0.5323, -3.2250], [-7.1816, 2.1859, -1.3334], [-6.1426, 1.3663, -1.4835], [-5.0396, 1.7704, -2.2140], [-5.0126, 2.9884, -2.7604], [-3.9730, 0.9079, -2.3656], [-2.9200, 1.3459, -3.0714], [-3.9592, -0.3629, -1.8054], [-2.5832, -1.4385, -1.9946], [-5.0821, -0.7391, -1.0785], [-5.1366, -1.9365, -0.4932], [-6.1645, 0.1063, -0.9148], [-7.2298, -0.2828, -0.2108], [2.5768, 1.8797, 0.5999], [2.4110, 1.5522, 1.9357], [3.2484, 1.6540, 3.0411], [2.7183, 1.2655, 4.2560], [1.3974, 0.8018, 4.3672], [0.5748, 0.6934, 3.2646], [1.1012, 1.0641, 2.0301], [0.5138, 1.0721, 0.7720], [1.4049, 1.5981, -0.0250], [1.1196, 1.9814, -1.3962], [-0.1493, 2.1273, -1.8708], [-0.0765, 2.6202, -3.4971], [1.6383, 2.6201, -3.4144], [2.1383, 2.2691, -2.2693], [3.3611, 2.3265, 0.1568], [4.2589, 2.0325, 2.9601], [3.3294, 1.3372, 5.1461], [1.0148, 0.5321, 5.3430], [-0.4497, 0.3551, 3.3476], [-1.0767, 1.9750, -1.3282], [2.2417, 2.8962, -4.2672], [-2.1999, 1.1816, 0.1280]],
  "forces_ev_per_a": [[-0.08, -0.01, 0.08], [0.03, 0.01, -0.05], [-0.02, 0.07, -0.03], [0.04, -0.04, -0.05], [-0.05, -0.05, 0.01], [0.11, -0.02, -0.05], [-0.05, 0.03, 0.03], [-0.01, 0.10, 0.04], [0.00, -0.03, -0.01], [0.00, 0.00, -0.01], [0.00, 0.00, 0.00], [0.00, -0.02, 0.04], [0.04, 0.02, -0.07], [-0.01, 0.00, 0.14], [-0.02, 0.00, 0.00], [0.00, 0.00, 0.03], [0.00, 0.00, 0.01], [0.00, -0.01, -0.01], [0.00, -0.01, 0.01], [-0.01, 0.00, 0.00], [0.00, 0.00, 0.00], [0.01, 0.00, 0.00], [0.02, 0.00, 0.01], [-0.01, 0.01, 0.00], [-0.01, 0.00, 0.00], [0.01, -0.02, 0.00], [0.00, 0.00, 0.00], [0.02, 0.01, -0.03], [-0.05, -0.02, 0.04], [-0.03, 0.06, 0.05], [0.12, -0.11, -0.04], [-0.01, 0.02, 0.02], [0.01, 0.01, 0.00], [-0.02, 0.01, 0.00], [0.01, 0.00, 0.00], [0.03, -0.01, 0.07], [0.00, 0.01, 0.00], [0.02, 0.00, -0.05], [-0.05, -0.01, 0.03], [0.04, 0.01, 0.01], [0.02, -0.01, -0.01], [0.12, -0.04, -0.04], [0.02, -0.23, 0.26], [-0.17, 0.13, -0.04], [0.02, 0.04, -0.15], [-0.02, 0.03, -0.08], [0.08, 0.03, 0.01], [0.02, -0.02, -0.05], [0.02, 0.02, 0.03], [0.00, 0.01, -0.02], [0.00, 0.00, 0.00], [0.00, 0.00, 0.00], [0.01, 0.00, 0.00], [-0.01, 0.00, -0.01], [-0.01, 0.02, 0.03], [0.00, 0.00, 0.01], [-0.17, 0.02, -0.15]],
  "mulliken_charge": [1.49, -1.74, 0.71, 0.62, -1.35, 0.49, -0.39, -0.44, 0.64, -0.64, -0.54, -1.11, 0.05, -0.03, 0.39, 0.44, 0.32, 0.23, 0.20, 0.41, 0.42, 0.49, 0.48, -0.30, 0.63, 0.06, -0.32, 0.22, -0.37, 0.11, -0.40, 0.34, -0.36, 0.23, -0.30, 0.01, 0.45, -1.21, -0.50, -0.80, -0.57, 0.46, -0.08, 0.03, -0.25, 0.04, -0.05, -0.24, -0.66, 0.25, 0.44, 0.40, 0.45, 0.61, 0.82, 0.47, -0.77],
  "de_lowest_kj_mol": 0.0,
  "energy_ev": -89083.44711,
  "homo_energy_ha": -0.3041,
  "lumo_ha": -0.022,
  "fmax_ev_per_a": 0.35,
  "orbital_gap_ev": 7.686
}